Density functional theory data (wB97M-V/def2-TZVPD) for 2 unconnected molecules or ions with the total composition C5H15N2O.

The geometry in XYZ format:
```
23
Properties=species:S:1:pos:R:3:mulliken_spin:R:1
C -0.12 0.83 -0.85 0.220
C 1.24 1.11 -0.23 0.080
C 1.71 0.26 1.07 -0.019
N -0.84 -1.58 3.11 0.009
C 0.04 -0.55 2.82 -0.009
C 0.47 -0.51 1.52 0.140
N 0.09 -0.14 -2.05 2.438
H -0.64 1.70 -1.37 -0.303
H -0.84 0.37 -0.19 0.122
H 2.00 0.97 -1.03 -0.246
H 1.25 2.07 0.12 0.057
H 2.19 0.90 1.73 0.009
H 2.58 -0.41 0.81 0.014
H -0.98 -2.18 2.37 -0.008
H -1.19 -1.67 4.02 0.001
H 0.24 0.30 3.51 0.002
H 0.04 -1.27 0.77 -0.032
H 0.36 -1.15 -1.70 -0.478
H -0.77 -0.16 -2.60 -0.601
H 0.92 0.10 -2.60 -0.514
H -2.84 0.93 -3.50 -0.045
H -1.86 0.35 -4.57 -0.053
O -1.91 0.54 -3.65 0.217
```

- HOMO energy (spin up / spin down) (eV) = -2.93 / -7.70
- 2S+1 = 2
- gap between HOMO and LUMO (spin up / spin down) (eV) = 3.7 / 8.3
- ΔE to the lowest compared entry with this formula, charge and spin (kcal/mol) = 70.4